1.
# C30H51F3O6S6

A 9-piece molecular cluster, C30H51F3O6S6 overall at a distorted geometry (wB97M-V/def2-TZVPD, the Open Molecules 2025 dataset).

Element x y z (Å)
F1 4.715 2.821 1.361
C1 4.381 2.454 2.633
C2 4.084 3.373 3.656
C3 4.002 2.864 4.983
C4 4.148 1.517 5.294
C5 4.317 0.571 4.270
C6 4.477 1.103 2.945
H1 4.094 4.390 3.292
H2 3.935 3.604 5.766
H3 4.416 1.282 6.314
H4 4.409 -0.461 4.572
H5 4.628 0.438 2.108
F2 -2.871 1.507 -0.369
C7 -4.094 1.396 0.034
C8 -4.636 0.182 0.467
C9 -5.926 0.005 0.905
C10 -6.598 1.218 1.137
C11 -6.116 2.410 0.751
C12 -4.832 2.525 0.168
H6 -3.972 -0.668 0.509
H7 -6.293 -0.960 1.223
H8 -7.533 1.161 1.675
H9 -6.712 3.286 0.963
H10 -4.468 3.523 -0.026
F3 0.691 2.677 6.759
C13 0.295 1.947 5.641
C14 -0.303 2.661 4.573
C15 -0.354 2.006 3.278
C16 0.081 0.636 3.263
C17 0.494 -0.105 4.352
C18 0.532 0.547 5.600
H11 -0.456 3.722 4.706
H12 -0.621 2.676 2.474
H13 -0.013 0.118 2.320
H14 0.754 -1.153 4.327
H15 1.103 0.091 6.395
C19 1.726 -0.995 -0.081
S1 1.176 -0.876 -1.892
O1 0.259 -2.120 -2.203
C20 0.092 0.546 -1.516
H16 0.874 -0.955 0.598
H17 2.430 -0.202 0.173
H18 2.215 -1.867 0.355
H19 -0.899 0.145 -1.305
H20 -0.013 1.279 -2.316
H21 0.428 1.182 -0.696
C21 -0.705 -3.684 -4.262
S2 -1.083 -4.857 -5.721
O2 -1.904 -4.106 -6.785
C22 0.713 -4.901 -6.269
H22 -1.578 -3.567 -3.619
H23 -0.530 -2.696 -4.686
H24 0.181 -4.066 -3.755
H25 1.445 -4.315 -5.714
H26 0.659 -4.659 -7.330
H27 1.087 -5.922 -6.197
C23 3.869 -4.312 0.983
S3 5.239 -3.209 1.501
O3 4.411 -1.924 1.841
C24 5.583 -4.159 3.034
H28 3.008 -4.236 1.647
H29 4.115 -5.374 0.958
H30 3.560 -4.067 -0.033
H31 5.877 -5.172 2.760
H32 4.775 -4.042 3.757
H33 6.456 -3.709 3.507
C25 -3.656 1.119 -3.527
S4 -2.870 2.734 -3.747
O4 -1.434 2.342 -4.258
C26 -3.646 3.151 -5.379
H34 -3.956 0.527 -4.391
H35 -4.580 1.375 -3.008
H36 -3.077 0.491 -2.849
H37 -3.136 4.063 -5.689
H38 -4.710 3.326 -5.218
H39 -3.459 2.417 -6.164
C27 -1.749 -3.203 0.119
S5 -0.512 -4.222 1.012
O5 -1.137 -5.481 1.619
C28 0.432 -4.850 -0.439
H40 -1.121 -2.397 -0.260
H41 -2.565 -2.764 0.692
H42 -2.261 -3.745 -0.676
H43 -0.262 -5.159 -1.220
H44 0.909 -5.711 0.030
H45 0.993 -3.959 -0.721
C29 0.521 4.329 -3.126
S6 -0.478 4.420 -1.567
O6 0.570 3.965 -0.548
C30 -0.879 6.209 -1.391
H46 0.668 3.255 -3.233
H47 1.404 4.968 -3.083
H48 -0.173 4.661 -3.899
H49 -1.908 6.208 -1.751
H50 -0.389 6.935 -2.041
H51 -0.763 6.471 -0.339

Values from the calculation:
Molar mass   757.1 g mol⁻¹
Net charge   +1
HOMO-LUMO gap (spin up / spin down)   6.426 / 2.114 eV
Spin multiplicity   2



2.
# C30H51NP2Sn

C30H51NP2Sn as an isolated structure at a distorted geometry (wB97M-V/def2-TZVPD, the Open Molecules 2025 dataset).

Element x y z (Å)
Sn1 0.224 0.063 2.256
C1 1.355 -0.158 4.603
C2 2.415 0.435 3.834
C3 0.591 1.884 3.748
C4 0.222 0.746 4.579
C5 1.956 1.686 3.305
C6 1.424 -1.421 5.379
H1 2.107 -2.154 4.944
H2 0.454 -1.911 5.501
H3 1.790 -1.200 6.388
C7 -1.075 0.596 5.289
H4 -1.248 -0.440 5.595
H5 -1.919 0.890 4.654
H6 -1.142 1.258 6.163
C8 -0.263 3.077 3.497
H7 -0.225 3.758 4.358
H8 -1.321 2.828 3.354
H9 0.066 3.640 2.617
C9 2.735 2.647 2.483
H10 3.263 3.337 3.148
H11 2.104 3.249 1.827
H12 3.487 2.167 1.859
C10 3.771 -0.130 3.656
H13 4.453 0.333 4.377
H14 4.190 0.049 2.664
H15 3.809 -1.207 3.822
C11 -0.293 -2.090 1.425
C12 0.835 -2.367 2.213
C13 2.160 -2.638 1.603
C14 2.564 -1.677 0.429
C15 2.199 -0.248 0.527
C16 0.985 0.304 0.045
C17 -0.038 -0.527 -0.689
C18 -0.380 -1.931 -0.054
H16 2.141 -3.674 1.209
H17 2.189 -2.115 -0.507
H18 2.940 -2.635 2.385
H19 0.229 -2.717 -0.543
H20 -1.263 -2.161 1.912
H21 0.669 -2.657 3.260
H22 -1.446 -2.121 -0.308
H23 -0.974 0.054 -0.811
H24 0.904 1.400 -0.059
H25 0.307 -0.726 -1.724
H26 3.665 -1.728 0.385
H27 2.964 0.445 0.884
P1 -0.589 -0.741 -4.969
P2 -0.240 2.000 -6.516
C19 -0.605 -0.794 -6.836
C20 -0.936 0.560 -7.473
H28 -1.351 -1.547 -7.125
H29 0.386 -1.146 -7.156
H30 -0.546 0.622 -8.499
H31 -2.024 0.714 -7.505
C21 -1.050 3.383 -7.428
H32 -0.586 4.326 -7.105
H33 -2.115 3.405 -7.153
H34 -0.947 3.268 -8.517
C22 1.414 2.067 -7.328
H35 1.318 2.077 -8.421
H36 2.008 1.202 -7.009
H37 1.918 2.982 -6.991
C23 -2.033 -1.837 -4.639
H38 -2.086 -2.042 -3.561
H39 -1.943 -2.778 -5.200
H40 -2.947 -1.310 -4.943
C24 0.770 -1.942 -4.632
H41 1.726 -1.474 -4.907
H42 0.628 -2.868 -5.208
H43 0.787 -2.168 -3.554
C25 -2.328 1.982 0.933
C26 -2.754 0.934 1.845
C27 -4.103 0.712 2.224
C28 -4.134 -0.448 3.035
C29 -2.806 -0.916 3.140
C30 -2.451 -2.135 3.882
N1 -1.993 -0.054 2.420
H44 -1.916 1.633 -0.015
H45 -1.654 2.749 1.321
H46 -3.238 2.529 0.673
H47 -4.902 1.325 1.855
H48 -4.961 -0.995 3.533
H49 -3.383 -2.411 4.406
H50 -2.214 -3.013 3.255
H51 -1.701 -2.064 4.690

Values from the calculation:
Molar mass   606.4 g mol⁻¹
Net charge   +2
HOMO-LUMO gap   2.636 eV
ΔE to the lowest compared entry with this formula, charge and spin   0.0 kcal/mol



3.
# C30H52BFN6O6PS

A 3-piece molecular cluster, C30H52BFN6O6PS overall at a distorted geometry (wB97M-V/def2-TZVPD, the Open Molecules 2025 dataset).

Element x y z (Å)
C1 -2.003 -2.306 2.749
C2 -1.567 -0.998 1.862
C3 -0.090 -0.306 2.230
C4 0.480 0.989 1.371
C5 -0.470 1.553 0.138
C6 -1.941 0.869 -0.201
C7 -2.529 -0.439 0.660
C8 -3.974 -1.049 0.190
C9 -5.123 -1.103 1.366
C10 -5.445 -2.606 2.007
C11 -4.715 -4.000 1.549
O1 -4.009 -4.827 2.323
O2 -4.893 -4.432 0.123
F1 -6.111 -4.966 0.061
C12 -6.585 -2.644 3.184
B1 -6.967 -4.101 3.921
N1 -8.174 -4.928 3.440
O3 -6.161 -4.643 5.036
C13 -7.373 -1.242 3.629
N2 -8.402 -1.416 4.730
C14 -9.660 -1.697 4.182
S1 -11.197 -1.375 3.450
N3 -7.083 0.126 2.979
P1 -7.922 1.637 3.407
N4 -6.806 2.557 4.204
O4 -8.550 2.469 1.968
O5 -9.270 1.484 4.487
C15 -5.984 0.229 1.899
C16 -5.561 1.644 1.150
C17 -6.292 1.754 -0.350
C18 -6.739 3.280 -0.746
O6 -5.627 4.202 -1.036
H1 -1.962 -3.237 2.033
H2 -3.019 -2.164 3.311
H3 -1.191 -2.524 3.597
H4 0.531 -0.774 3.122
H5 1.536 1.432 1.632
H6 -0.050 2.466 -0.494
H7 -2.543 1.333 -1.119
H8 -4.360 -0.390 -0.722
H9 -3.754 -2.118 -0.276
H10 -9.053 -4.371 3.577
H11 -8.045 -5.161 2.429
H12 -6.835 -5.148 5.614
H13 -7.162 2.781 5.175
H14 -9.245 3.136 2.248
H15 -8.942 1.522 5.454
H16 -5.727 2.602 1.799
H17 -4.393 1.620 0.902
H18 -5.521 1.404 -1.185
H19 -7.229 1.053 -0.342
H20 -7.382 3.198 -1.749
H21 -7.434 3.815 0.031
H22 -5.396 4.115 -2.007
C19 5.889 0.169 -0.430
C20 5.945 1.674 -0.181
N5 4.958 2.150 0.792
C21 4.815 3.610 0.806
C22 6.022 4.432 1.244
C23 4.983 1.513 2.109
C24 6.284 1.573 2.901
H23 4.883 -0.148 -0.722
H24 6.574 -0.098 -1.242
H25 6.193 -0.402 0.453
H26 5.753 2.160 -1.146
H27 6.965 1.947 0.110
H28 3.955 3.885 1.431
H29 4.535 3.932 -0.206
H30 6.174 4.381 2.323
H31 5.856 5.487 0.997
H32 6.943 4.122 0.742
H33 4.712 0.456 1.983
H34 4.174 1.920 2.730
H35 7.161 1.342 2.289
H36 6.255 0.838 3.713
H37 6.430 2.551 3.364
C25 7.389 -3.162 -7.117
C26 7.445 -1.658 -6.868
N6 6.458 -1.181 -5.895
C27 6.315 0.278 -5.881
C28 7.522 1.100 -5.443
C29 6.483 -1.819 -4.578
C30 7.784 -1.758 -3.786
H38 6.383 -3.479 -7.409
H39 8.074 -3.430 -7.929
H40 7.693 -3.734 -6.234
H41 7.253 -1.171 -7.833
H42 8.465 -1.385 -6.577
H43 5.455 0.553 -5.256
H44 6.035 0.600 -6.893
H45 7.674 1.049 -4.364
H46 7.356 2.155 -5.690
H47 8.443 0.790 -5.945
H48 6.212 -2.876 -4.703
H49 5.674 -1.412 -3.957
H50 8.661 -1.989 -4.398
H51 7.755 -2.493 -2.974
H52 7.930 -0.780 -3.323

Values from the calculation:
Molar mass   685.6 g mol⁻¹
Net charge   +1
HOMO-LUMO gap   3.479 eV



Among the records above, which one has the lowest molar mass?
C30H51NP2Sn



Please write out number 2 again, unchanged.
# C30H51NP2Sn

C30H51NP2Sn as an isolated structure at a distorted geometry (wB97M-V/def2-TZVPD, the Open Molecules 2025 dataset).

Element x y z (Å)
Sn1 0.224 0.063 2.256
C1 1.355 -0.158 4.603
C2 2.415 0.435 3.834
C3 0.591 1.884 3.748
C4 0.222 0.746 4.579
C5 1.956 1.686 3.305
C6 1.424 -1.421 5.379
H1 2.107 -2.154 4.944
H2 0.454 -1.911 5.501
H3 1.790 -1.200 6.388
C7 -1.075 0.596 5.289
H4 -1.248 -0.440 5.595
H5 -1.919 0.890 4.654
H6 -1.142 1.258 6.163
C8 -0.263 3.077 3.497
H7 -0.225 3.758 4.358
H8 -1.321 2.828 3.354
H9 0.066 3.640 2.617
C9 2.735 2.647 2.483
H10 3.263 3.337 3.148
H11 2.104 3.249 1.827
H12 3.487 2.167 1.859
C10 3.771 -0.130 3.656
H13 4.453 0.333 4.377
H14 4.190 0.049 2.664
H15 3.809 -1.207 3.822
C11 -0.293 -2.090 1.425
C12 0.835 -2.367 2.213
C13 2.160 -2.638 1.603
C14 2.564 -1.677 0.429
C15 2.199 -0.248 0.527
C16 0.985 0.304 0.045
C17 -0.038 -0.527 -0.689
C18 -0.380 -1.931 -0.054
H16 2.141 -3.674 1.209
H17 2.189 -2.115 -0.507
H18 2.940 -2.635 2.385
H19 0.229 -2.717 -0.543
H20 -1.263 -2.161 1.912
H21 0.669 -2.657 3.260
H22 -1.446 -2.121 -0.308
H23 -0.974 0.054 -0.811
H24 0.904 1.400 -0.059
H25 0.307 -0.726 -1.724
H26 3.665 -1.728 0.385
H27 2.964 0.445 0.884
P1 -0.589 -0.741 -4.969
P2 -0.240 2.000 -6.516
C19 -0.605 -0.794 -6.836
C20 -0.936 0.560 -7.473
H28 -1.351 -1.547 -7.125
H29 0.386 -1.146 -7.156
H30 -0.546 0.622 -8.499
H31 -2.024 0.714 -7.505
C21 -1.050 3.383 -7.428
H32 -0.586 4.326 -7.105
H33 -2.115 3.405 -7.153
H34 -0.947 3.268 -8.517
C22 1.414 2.067 -7.328
H35 1.318 2.077 -8.421
H36 2.008 1.202 -7.009
H37 1.918 2.982 -6.991
C23 -2.033 -1.837 -4.639
H38 -2.086 -2.042 -3.561
H39 -1.943 -2.778 -5.200
H40 -2.947 -1.310 -4.943
C24 0.770 -1.942 -4.632
H41 1.726 -1.474 -4.907
H42 0.628 -2.868 -5.208
H43 0.787 -2.168 -3.554
C25 -2.328 1.982 0.933
C26 -2.754 0.934 1.845
C27 -4.103 0.712 2.224
C28 -4.134 -0.448 3.035
C29 -2.806 -0.916 3.140
C30 -2.451 -2.135 3.882
N1 -1.993 -0.054 2.420
H44 -1.916 1.633 -0.015
H45 -1.654 2.749 1.321
H46 -3.238 2.529 0.673
H47 -4.902 1.325 1.855
H48 -4.961 -0.995 3.533
H49 -3.383 -2.411 4.406
H50 -2.214 -3.013 3.255
H51 -1.701 -2.064 4.690

Values from the calculation:
Molar mass   606.4 g mol⁻¹
Net charge   +2
HOMO-LUMO gap   2.636 eV
ΔE to the lowest compared entry with this formula, charge and spin   0.0 kcal/mol



Which of these has the lowest molar mass?
C30H51NP2Sn



Among the records above, which one has the lowest molar mass?
C30H51NP2Sn